No. 1
{"formula": "C27H44BCaF13N8O9S3", "method": "ωB97M-V with the def2-TZVPD basis set", "symbols": ["Ca", "C", "C", "N", "C", "C", "N", "C", "C", "H", "H", "H", "H", "H", "H", "H", "H", "H", "H", "H", "C", "C", "N", "C", "C", "N", "C", "C", "H", "H", "H", "H", "H", "H", "H", "H", "H", "H", "H", "C", "C", "N", "C", "C", "N", "C", "C", "H", "H", "H", "H", "H", "H", "H", "H", "H", "H", "H", "C", "C", "N", "C", "C", "N", "C", "C", "H", "H", "H", "H", "H", "H", "H", "H", "H", "H", "H", "B", "F", "F", "F", "F", "C", "F", "F", "F", "S", "O", "O", "O", "C", "F", "F", "F", "S", "O", "O", "O", "C", "F", "F", "F", "S", "O", "O", "O"], "xyz": [[-0.52460, -2.63865, 2.93191], [2.09019, 4.11126, 1.84863], [2.05822, 3.13019, 0.65737], [3.18481, 3.43348, -0.15948], [3.15480, 3.78770, -1.53159], [4.48507, 3.82560, -2.04201], [5.29344, 3.34244, -0.99667], [4.50067, 3.13025, 0.09921], [6.74500, 2.99948, -1.06274], [1.50119, 3.64534, 2.63864], [1.68484, 5.11534, 1.72368], [3.06751, 4.26545, 2.30596], [1.14099, 3.26375, 0.08382], [2.09444, 2.12183, 1.06969], [2.22527, 3.99472, -2.04103], [4.87184, 3.92591, -3.04537], [4.86530, 2.65020, 0.99532], [7.20812, 3.25767, -0.11039], [7.12108, 3.71736, -1.79164], [6.93596, 1.97644, -1.38682], [-0.94096, -0.53454, -3.80883], [0.25374, 0.33785, -4.07141], [1.30908, 0.11431, -3.02523], [1.32580, 0.53125, -1.67197], [2.45750, 0.01752, -1.13380], [3.15436, -0.64154, -2.10411], [2.52538, -0.50227, -3.28206], [4.36272, -1.48464, -1.91868], [-0.57959, -1.56285, -3.79900], [-1.81691, -0.52161, -4.45740], [-1.30700, -0.36250, -2.79665], [0.07925, 1.41379, -4.07635], [0.81992, 0.14282, -4.98218], [0.54817, 1.16236, -1.26773], [2.67669, 0.02841, -0.07633], [2.78122, -0.95264, -4.22975], [5.21726, -0.80828, -1.89865], [4.47560, -2.07311, -2.82921], [4.25657, -2.13925, -1.05364], [-0.51034, -5.49006, -5.04819], [-1.86096, -4.90289, -5.17754], [-2.30582, -4.45914, -3.87383], [-2.32942, -5.18372, -2.71828], [-2.87892, -4.35097, -1.75438], [-3.28950, -3.14564, -2.28353], [-3.01713, -3.29797, -3.61522], [-3.87217, -2.08574, -1.49040], [-0.38177, -6.47090, -4.59045], [0.23498, -4.92702, -4.48641], [-0.22426, -5.65973, -6.08621], [-2.63740, -5.54956, -5.58625], [-1.69099, -4.08092, -5.87293], [-1.94230, -6.18869, -2.63718], [-3.04969, -4.64055, -0.72803], [-3.32061, -2.54722, -4.32985], [-3.43572, -1.10295, -1.66857], [-3.81599, -2.34220, -0.43249], [-4.96163, -2.09844, -1.52238], [-1.66440, 5.10536, 2.79137], [-1.73403, 3.66666, 2.08061], [-3.11409, 3.23484, 1.84344], [-4.22893, 3.99625, 1.61335], [-5.25842, 3.16046, 1.11255], [-4.74825, 1.89194, 1.00322], [-3.41031, 1.99474, 1.41673], [-5.43853, 0.71408, 0.55621], [-2.16385, 5.94300, 2.30455], [-0.63095, 5.45186, 2.78616], [-2.02031, 5.03392, 3.81915], [-1.39871, 2.83290, 2.69746], [-1.18697, 3.67260, 1.13785], [-4.29954, 5.05690, 1.80419], [-6.31823, 3.25271, 0.92628], [-2.67395, 1.22596, 1.23462], [-4.98881, 0.27342, -0.33355], [-6.47475, 0.95677, 0.32076], [-5.54426, -0.02336, 1.35189], [-0.62432, -0.32105, 1.10118], [0.51272, -1.13647, 1.20181], [-0.19741, 0.99310, 1.10962], [-1.43905, -0.54297, 0.02571], [-1.38602, -0.49156, 2.20867], [-2.28014, 0.44390, 5.35513], [-2.37926, 1.22673, 6.40307], [-3.21817, 0.65528, 4.46981], [-1.10492, 0.68301, 4.71801], [-2.35037, -1.40100, 5.81812], [-3.61209, -1.65443, 6.46818], [-2.08958, -2.11366, 4.54399], [-1.20683, -1.53967, 6.72337], [1.07695, -3.73511, -1.08766], [0.09121, -2.80412, -1.02906], [0.61691, -4.94861, -1.35560], [2.02276, -3.51797, -2.00367], [1.95980, -3.78993, 0.59024], [0.87483, -3.69634, 1.54112], [2.68466, -5.03833, 0.65040], [2.88074, -2.66246, 0.65796], [2.32301, 0.99693, 4.43848], [1.34698, 1.61612, 3.76568], [3.25768, 0.83409, 3.53905], [2.77488, 1.77283, 5.42406], [1.74101, -0.69367, 5.03982], [2.94366, -1.48170, 4.84619], [1.36879, -0.64837, 6.45301], [0.69555, -1.14211, 4.11511]], "forces_ev_per_angstrom": [[0.2964, 0.4864, 0.4376], [-0.7818, -0.3350, 1.0427], [-0.4381, 1.3544, 1.9319], [3.8091, -0.7717, -3.8065], [2.2840, 0.2844, 0.0656], [-2.1052, -1.5175, 2.2792], [-2.0775, -0.2335, 1.0849], [-0.4408, 0.2363, -1.3582], [-0.4426, 1.3286, -0.2935], [-0.1115, 0.1485, 0.0669], [-0.0489, -0.1175, -0.6700], [0.2477, -0.3262, -0.3368], [0.1911, -0.1324, -0.0896], [0.1000, -0.0634, -0.3567], [0.1278, 0.1674, 0.1547], [-0.1168, 0.3448, 0.1513], [-0.0583, 0.2931, 0.1308], [-0.0810, -0.3281, -0.0440], [0.3667, -0.3069, -0.0365], [-0.2524, 0.1172, 0.1692], [-0.0648, -0.9674, 0.7386], [1.3888, 0.8809, 0.1821], [1.9399, 0.1367, 0.2242], [-0.1787, -0.6494, -1.9835], [-0.6791, 0.2627, 0.7503], [0.1919, -0.3232, -0.9031], [-2.6612, 0.1864, 1.7397], [0.1422, 0.5423, -0.7647], [-0.0548, -0.1989, -0.0337], [0.4562, 0.6274, -0.4270], [-0.0010, 0.1535, 0.1289], [-0.3970, -0.0643, 0.0250], [-0.5591, -0.2220, -0.2826], [0.0035, -0.3715, 0.1201], [0.4968, -0.2905, -0.1730], [0.1649, 0.0231, 0.1602], [0.0734, -0.2165, 0.4566], [-0.0951, -0.1249, 0.1576], [-0.0644, 0.2919, 0.0622], [1.4079, -1.8405, -0.4912], [-0.0352, 0.1488, -0.1567], [-3.1973, 3.0256, 1.2219], [-0.2089, 1.3463, 1.2142], [0.3507, -1.6397, 0.4066], [1.3180, -2.9564, -1.8990], [0.9006, 0.4014, 0.2943], [-1.1206, 0.1335, 0.7641], [-0.7771, -0.2298, 0.0720], [-0.2053, 0.7404, -0.4254], [0.6810, 0.1070, 0.1003], [0.2867, -0.2128, -0.1026], [-0.7644, 0.4626, 0.3819], [0.0324, 0.1874, 0.0522], [0.0381, 0.3273, -0.0142], [0.3472, -0.2023, -0.2187], [-0.0265, -0.2946, -0.1295], [1.0369, -0.0603, -0.0424], [-0.1140, 0.2910, -1.0710], [0.3110, -1.3841, -0.3604], [-0.1410, 1.5577, 1.1418], [-1.8966, -0.9715, -2.2736], [-2.4627, -0.5231, -0.6072], [1.3607, 0.5351, 1.0395], [3.8414, 1.8735, 1.3085], [-1.5965, -0.7640, -0.6369], [-0.8863, -0.7938, -0.0168], [-0.4585, -0.4867, -0.3595], [0.1305, -0.4082, 0.2577], [0.0729, 0.0171, -0.0670], [0.8317, 0.5095, 0.2145], [-0.1677, -0.0301, 0.0031], [0.1452, -0.2104, 0.1438], [0.1649, 0.7237, 0.0214], [-0.1455, -0.0712, 0.4275], [0.1464, 0.1529, 0.1530], [0.1525, 0.3515, -0.1677], [0.4547, 0.0082, 0.0554], [1.4059, 1.0710, -0.3515], [-0.5171, -0.2475, -0.2471], [0.4266, 1.2995, -0.4965], [-0.3697, -0.5319, -1.4831], [-1.3969, -1.1387, 2.0796], [1.1810, -1.8578, 0.1385], [-0.1718, -0.0030, -0.2128], [-1.2924, 0.7902, -0.6600], [-0.3191, 0.2770, 0.5326], [0.2257, -0.0268, 1.3492], [0.7692, 0.3528, -1.1485], [-0.2814, 0.3437, -0.1255], [0.1815, 0.2538, -0.1706], [1.4341, -0.7616, 2.3411], [0.5713, -0.6357, -1.1924], [-1.0727, 0.2157, -0.1324], [-0.5568, 1.1447, -0.5905], [3.8687, -0.9610, 0.0734], [-1.9953, -0.1268, 0.9138], [-1.3544, 0.4625, -0.7078], [-1.1757, 0.4076, -0.8143], [-0.8081, 0.5458, 0.3321], [-0.7416, 0.2566, 0.5311], [1.2558, -0.5236, -0.3740], [-0.4426, -0.6404, -0.4408], [0.8882, -1.6242, -1.0004], [-0.2347, 0.4330, 0.5575], [-0.4801, 0.2538, -0.4157], [0.6251, 0.8447, 0.7799]], "lowdin_spin": [0.00, 0.00, 0.00, 0.00, 0.00, 0.00, 0.00, 0.00, 0.00, 0.00, 0.00, 0.00, 0.00, 0.00, 0.00, 0.00, 0.00, 0.00, 0.00, 0.00, 0.00, 0.00, 0.00, 0.00, 0.00, 0.00, 0.00, 0.00, 0.00, 0.00, 0.00, 0.00, 0.00, 0.00, 0.00, 0.00, 0.00, 0.00, 0.00, 0.00, 0.00, 0.00, 0.00, 0.00, 0.00, 0.00, 0.00, 0.00, 0.00, 0.00, 0.00, 0.00, 0.00, 0.00, 0.00, 0.00, 0.00, 0.00, 0.00, 0.00, 0.00, 0.00, 0.00, 0.00, 0.00, 0.00, 0.00, 0.00, 0.00, 0.00, 0.00, 0.00, 0.00, 0.00, 0.00, 0.00, 0.00, 0.00, 0.00, 0.00, 0.00, 0.00, 0.00, 0.00, 0.00, 0.00, 0.00, 0.07, 0.03, 0.21, 0.00, 0.00, 0.00, 0.00, 0.00, 0.00, 0.00, 0.00, -0.01, 0.00, 0.00, 0.00, -0.03, 0.26, 0.39, 0.08], "homo_energy_ev": [-15.753, -14.996], "lumo_ev": [-6.8, -10.7], "gap_ev": [9.00, 4.26], "multiplicity": 2, "charge": 3}

---

No. 2
{"formula": "C27H44BF12IN2O13P", "method": "ωB97M-V with the def2-TZVPD basis set", "symbols": ["C", "C", "O", "O", "C", "C", "C", "C", "C", "O", "B", "N", "P", "N", "O", "O", "C", "C", "C", "C", "I", "H", "H", "H", "H", "H", "H", "H", "H", "H", "H", "H", "H", "H", "H", "H", "H", "H", "H", "H", "H", "H", "H", "H", "H", "C", "C", "O", "C", "O", "C", "F", "F", "F", "H", "H", "H", "H", "H", "C", "C", "O", "C", "O", "C", "F", "F", "F", "H", "H", "H", "H", "H", "C", "C", "O", "C", "O", "C", "F", "F", "F", "H", "H", "H", "H", "H", "C", "C", "O", "C", "O", "C", "F", "F", "F", "H", "H", "H", "H", "H"], "xyz": [[6.63512, 1.94556, -0.30712], [6.89163, 2.48290, -1.69356], [8.02089, 2.83985, -2.05262], [5.82691, 2.64219, -2.52115], [4.82699, 1.61482, -2.47212], [5.33069, 0.33249, -3.10234], [4.26953, -0.77639, -3.30608], [2.83811, -0.45962, -2.90619], [2.60440, -0.45483, -1.39396], [1.84003, -1.52718, -0.92054], [1.68097, -1.19182, 0.52075], [2.84003, -1.66725, 1.44436], [-0.09721, -1.76410, 1.25987], [0.24231, -2.63600, 2.73256], [-0.77445, -0.34323, 1.84936], [1.68320, 0.32762, 0.53231], [1.84469, 0.73204, -0.80666], [0.46266, 0.87661, -1.41636], [-0.35252, 1.96123, -0.75810], [-1.79038, 1.99992, -1.28591], [0.52350, 3.92581, -1.02430], [5.63958, 2.19122, 0.04712], [6.71291, 0.86284, -0.29514], [7.37633, 2.36227, 0.35808], [4.50784, 1.43055, -1.45103], [3.96092, 2.01449, -2.98386], [6.10464, -0.06252, -2.44491], [5.83310, 0.59200, -4.02944], [4.60130, -1.68215, -2.80909], [4.26341, -1.01654, -4.36865], [2.20126, -1.23637, -3.32729], [2.48774, 0.47295, -3.34231], [3.59261, -0.48713, -0.91659], [3.29502, -2.47039, 1.01680], [3.55752, -0.95318, 1.47901], [0.80599, -3.43930, 2.49938], [0.76365, -2.07154, 3.39412], [-0.56401, -0.21755, 2.77795], [2.38699, 1.67224, -0.89986], [0.49059, 1.05397, -2.49580], [-0.09401, -0.04540, -1.26619], [-0.37982, 1.76753, 0.30753], [-2.42389, 1.33409, -0.70913], [-1.78716, 1.70844, -2.33153], [-2.18810, 3.00300, -1.19394], [-3.86515, 4.24066, 4.49638], [-3.26648, 5.15242, 3.44819], [-3.61806, 4.72035, 2.11965], [-4.81300, 5.06428, 1.68808], [-5.64342, 5.69540, 2.27015], [-5.00327, 4.55402, 0.24992], [-4.60014, 3.29454, 0.12100], [-4.30674, 5.30712, -0.60427], [-6.28620, 4.61684, -0.10290], [-3.56834, 3.20787, 4.31458], [-3.52053, 4.53510, 5.48679], [-4.95365, 4.28546, 4.48226], [-2.18072, 5.11115, 3.47820], [-3.57146, 6.18858, 3.58778], [-0.04840, -5.75375, -4.92586], [1.39337, -5.55823, -4.50934], [1.48408, -5.05813, -3.16756], [1.37007, -5.95283, -2.20158], [1.21623, -7.13103, -2.33322], [1.50229, -5.25169, -0.83896], [0.77756, -4.15544, -0.80130], [2.78754, -4.94061, -0.62467], [1.11502, -6.06852, 0.13819], [-0.60813, -4.82724, -4.79890], [-0.09909, -6.05519, -5.97203], [-0.53004, -6.52128, -4.32153], [1.87171, -4.80091, -5.12656], [1.96768, -6.47999, -4.59824], [1.79501, -3.53531, 8.48468], [2.82296, -2.85019, 7.61087], [2.19773, -1.95978, 6.67213], [1.85597, -0.77019, 7.12970], [2.01547, -0.34898, 8.23586], [1.23464, 0.04920, 5.98667], [0.34967, -0.68052, 5.31045], [2.18550, 0.45173, 5.14854], [0.61698, 1.12539, 6.46121], [1.05636, -4.04872, 7.86920], [2.28094, -4.26448, 9.13225], [1.26861, -2.81522, 9.11003], [3.35428, -3.57598, 7.00016], [3.55644, -2.30336, 8.20205], [-6.49955, 3.40357, -3.21177], [-7.04355, 2.16724, -2.53385], [-7.64621, 1.26597, -3.48741], [-6.81514, 0.49286, -4.16505], [-5.62815, 0.45504, -4.07941], [-7.62364, -0.42275, -5.10189], [-8.56950, 0.25960, -5.75249], [-8.22177, -1.38603, -4.39489], [-6.83240, -0.99242, -5.99701], [-7.27844, 3.89333, -3.79800], [-6.12783, 4.10286, -2.47131], [-5.68198, 3.15260, -3.88690], [-7.84505, 2.42581, -1.84580], [-6.27165, 1.64571, -1.96969]], "forces_ev_per_angstrom": [[-0.2527, 0.0224, -0.1892], [2.1018, 0.8975, -0.7482], [-2.5622, -0.6347, 0.6551], [0.7538, -0.2789, 0.1851], [-0.3912, -0.0939, 0.1252], [0.0483, -0.1136, 0.3990], [0.1550, 0.3541, -0.6477], [-0.4032, -0.4636, 0.3176], [-0.0721, 0.3515, -0.4159], [0.1839, -0.5538, 0.1010], [0.3196, 0.8789, 1.0515], [-0.0764, -0.1859, -0.4941], [-0.4211, -0.6776, -1.1194], [-0.7584, 0.5103, 0.2553], [-0.1327, -0.2725, 0.3019], [0.3265, 0.1814, -0.0114], [-0.1608, -0.7380, 0.2264], [0.0572, 0.6255, -0.4104], [-0.7701, -0.4238, 0.0333], [0.5193, 0.3412, 0.0590], [0.1241, 0.0296, 0.0344], [-0.0847, 0.1166, 0.0751], [0.0940, -0.1850, -0.0280], [0.2128, 0.0276, 0.0856], [0.0008, 0.0620, 0.1423], [-0.0029, 0.1941, -0.2268], [0.2204, -0.0003, 0.0264], [-0.0293, 0.0032, -0.2342], [-0.0758, -0.1589, 0.2265], [0.0193, -0.0811, -0.1548], [-0.1561, -0.0806, -0.0028], [0.0817, 0.1889, -0.1519], [0.2002, 0.1235, 0.1950], [-0.0397, -0.1414, 0.1282], [0.0024, 0.1747, 0.0606], [0.1716, -0.1458, 0.0161], [0.5110, -0.0952, -0.1289], [0.2156, 0.2052, 0.0999], [0.1401, 0.1841, 0.1965], [0.0786, 0.0728, -0.1023], [0.0003, -0.2675, 0.0900], [0.3237, 0.2822, 0.2299], [-0.0064, -0.3024, 0.0268], [-0.2191, -0.0040, -0.2035], [-0.2703, 0.0996, -0.0529], [-0.1712, -0.1211, -0.1307], [0.2225, 0.0558, 0.4387], [0.0835, -0.0278, -0.1406], [0.1755, -0.0132, 0.1273], [-0.2237, 0.1357, 0.0479], [-0.0183, -0.0599, -0.0480], [0.0237, -0.2201, -0.0189], [0.1286, 0.1466, -0.0991], [-0.2275, 0.0452, 0.0466], [0.0818, 0.0134, 0.0301], [0.0368, 0.0171, 0.0035], [0.0019, 0.0711, 0.0186], [0.0120, -0.0583, -0.1444], [-0.1278, -0.0111, -0.0888], [-0.1077, 0.0051, 0.1762], [-0.0199, -0.0606, -0.4261], [0.0650, 0.1156, -0.0069], [0.0451, 0.0601, -0.1168], [-0.0308, -0.2375, 0.0283], [-0.0033, -0.0106, 0.0003], [-0.1603, 0.1381, 0.0915], [0.2145, 0.0568, 0.0059], [-0.0725, -0.1540, 0.1335], [0.0310, 0.0320, -0.0574], [0.0266, 0.0085, -0.0180], [0.0446, -0.0482, -0.0173], [0.0182, 0.0870, 0.1031], [-0.0364, -0.0445, 0.1217], [-0.1857, 0.1231, -0.0314], [0.1955, -0.3420, 0.2161], [0.0140, -0.0265, -0.1129], [0.0860, -0.1718, -0.0526], [-0.0058, 0.1493, 0.2236], [-0.0083, 0.0834, -0.0466], [-0.1919, -0.0466, -0.1048], [0.1788, 0.0217, -0.1372], [-0.1163, 0.1413, 0.1482], [0.0507, -0.0572, -0.0194], [0.0315, -0.0132, -0.0101], [0.0599, 0.0204, 0.0327], [-0.0506, 0.0535, -0.1254], [-0.0768, 0.1203, 0.0070], [0.0036, -0.1284, -0.3884], [0.1283, 0.3350, 0.3540], [-0.1335, -0.0471, 0.0238], [-0.1532, 0.1541, 0.1405], [0.2815, -0.0715, -0.0616], [0.0392, 0.0460, -0.0137], [-0.1396, 0.0892, -0.1036], [-0.1109, -0.1500, 0.1269], [0.1541, -0.1118, -0.1582], [-0.0402, 0.0236, 0.0770], [0.0118, 0.0578, 0.0734], [0.0399, -0.0303, 0.0591], [-0.0939, -0.0737, -0.0727], [0.0434, -0.0978, -0.1251]], "mulliken_charge": [-0.86, 0.61, -0.61, -0.43, 0.15, -0.35, -1.15, -1.10, 0.28, -0.64, 0.99, -0.76, -0.38, -0.69, -0.20, -0.88, 0.36, -1.31, 0.16, -1.13, -0.08, 0.32, 0.25, 0.36, -0.18, 0.27, 0.17, 0.37, 0.38, 0.46, 0.52, 0.32, 0.36, 0.19, 0.20, 0.29, 0.21, 0.18, 0.35, 0.46, 0.15, 0.32, 0.32, 0.30, 0.31, -1.11, -0.26, -0.23, 0.04, -0.54, 1.20, -0.20, -0.28, -0.26, 0.30, 0.38, 0.33, 0.34, 0.32, -1.14, -0.25, -0.22, 0.14, -0.56, 1.15, -0.10, -0.27, -0.28, 0.30, 0.40, 0.31, 0.32, 0.33, -1.11, -0.27, -0.25, 0.27, -0.55, 0.99, -0.24, -0.23, -0.28, 0.31, 0.38, 0.32, 0.33, 0.32, -1.03, -0.20, -0.32, 0.35, -0.50, 0.89, -0.25, -0.26, -0.24, 0.34, 0.25, 0.30, 0.31, 0.35], "homo_energy_ev": -3.349, "lumo_ev": 2.2, "gap_ev": 5.52, "charge": -1}

---

Quick rundown of molar mass, same order as above: 1018.76 1001.32 g mol⁻¹
Quick rundown of energy, same order as above: -5365.080285 -4005.395637 Ha